(1)
Entry from the OMol25 dataset: a structure of composition C18H21N2O6RuS2SeSi in a non-equilibrium geometry (wB97M-V/def2-TZVPD).

Cartesian coordinates (Å):
1 Ru -0.089 -0.011 0.197
2 S 1.611 -0.032 4.267
3 C -0.075 0.281 4.518
4 C -0.776 0.302 5.721
5 C -2.128 0.573 5.670
6 C -2.759 0.827 4.445
7 C -2.061 0.814 3.256
8 C -0.700 0.527 3.299
9 N 0.173 0.493 2.206
10 C 1.386 0.185 2.586
11 C 2.422 -0.054 1.580
12 C 3.777 -0.103 1.885
13 C 4.689 -0.324 0.867
14 C 4.224 -0.494 -0.432
15 C 2.866 -0.443 -0.721
16 C 1.920 -0.218 0.278
17 H -0.278 0.104 6.660
18 H -2.706 0.583 6.585
19 H -3.822 1.028 4.426
20 H -2.534 0.995 2.299
21 H 4.121 0.036 2.904
22 H 5.749 -0.363 1.079
23 H 4.933 -0.670 -1.232
24 H 2.563 -0.601 -1.750
25 N -0.050 0.125 -1.889
26 C 0.435 1.440 -2.331
27 C 0.324 2.463 -1.209
28 O 0.468 3.643 -1.412
29 O 0.093 1.938 -0.030
30 H 0.447 -0.658 -2.296
31 H -1.049 -0.002 -2.088
32 H -0.099 1.789 -3.214
33 H 1.494 1.365 -2.581
34 O -2.471 -2.136 1.151
35 S -1.204 -2.541 0.573
36 O -0.988 -3.957 0.530
37 O -0.917 -1.851 -0.772
38 O -0.027 -1.817 1.268
39 C -4.965 -1.740 -0.975
40 Si -4.748 -0.117 -0.084
41 C -5.901 1.146 -0.844
42 C -5.198 -0.334 1.716
43 Se -2.695 0.745 -0.314
44 H -5.898 -2.227 -0.672
45 H -4.137 -2.400 -0.738
46 H -4.990 -1.581 -2.056
47 H -6.946 0.857 -0.692
48 H -5.718 1.231 -1.917
49 H -5.749 2.130 -0.400
50 H -6.261 -0.573 1.823
51 H -4.995 0.582 2.275
52 H -4.608 -1.143 2.152

Values from the calculation:
Spin multiplicity: 1
Kohn-Sham gap (spin up / spin down), Eh: 0.21660 / 0.21649
Total charge: -1
Energy above the lowest of the compared OMol25 structures with the same formula, charge and spin, kcal per mole: 10.1

***

(2)
Entry from the OMol25 dataset: a structure of composition C41H42P2ReTe in a non-equilibrium geometry (wB97M-V/def2-TZVPD).

Cartesian coordinates (Å):
1 Re 0.211 0.257 3.865
2 C -1.560 -0.029 5.102
3 C -1.815 -0.376 3.725
4 C -2.562 0.429 2.675
5 C -1.867 1.679 2.170
6 C -0.522 1.958 2.848
7 C -0.381 2.198 4.279
8 C -1.639 2.508 5.121
9 C -2.177 1.228 5.748
10 C 2.202 -0.345 3.509
11 H -1.550 -0.902 5.772
12 H -1.958 -1.438 3.554
13 H -3.608 0.633 2.966
14 H -2.684 -0.270 1.851
15 H -1.693 1.514 1.094
16 H -2.496 2.586 2.224
17 H 0.142 2.614 2.261
18 H 0.485 2.780 4.628
19 H -2.366 3.110 4.535
20 H -1.298 3.177 5.930
21 H -1.887 1.288 6.814
22 H -3.282 1.149 5.753
23 H 2.765 -0.658 4.414
24 H 2.781 0.454 2.993
25 H 2.235 -1.212 2.811
26 P 0.035 -1.875 -3.708
27 P 1.889 0.587 -4.080
28 C -0.671 -0.335 -4.344
29 C 0.175 0.695 -4.641
30 C -0.578 -3.047 -5.038
31 C -1.666 -2.753 -5.875
32 C -2.191 -3.737 -6.729
33 C -1.565 -4.980 -6.864
34 C -0.372 -5.211 -6.153
35 C 0.118 -4.265 -5.249
36 C -1.037 -2.072 -2.236
37 C -0.726 -1.207 -1.164
38 C -1.416 -1.303 0.039
39 C -2.426 -2.264 0.182
40 C -2.771 -3.094 -0.898
41 C -2.079 -2.992 -2.108
42 C 2.646 1.214 -5.679
43 C 2.515 0.395 -6.825
44 C 2.970 0.844 -8.065
45 C 3.571 2.100 -8.213
46 C 3.671 2.919 -7.083
47 C 3.212 2.486 -5.831
48 C 2.070 2.074 -3.046
49 C 3.270 2.195 -2.319
50 C 3.502 3.329 -1.547
51 C 2.518 4.328 -1.481
52 C 1.330 4.218 -2.210
53 C 1.102 3.082 -2.992
54 H -1.762 -0.281 -4.414
55 H -0.108 1.570 -5.234
56 H -2.133 -1.770 -5.854
57 H -3.110 -3.529 -7.280
58 H -1.988 -5.750 -7.514
59 H 0.161 -6.153 -6.311
60 H 1.039 -4.467 -4.692
61 H 0.065 -0.463 -1.268
62 H -1.146 -0.647 0.874
63 H -2.946 -2.377 1.133
64 H -3.578 -3.820 -0.795
65 H -2.355 -3.614 -2.961
66 H 2.024 -0.578 -6.735
67 H 2.862 0.200 -8.939
68 H 3.929 2.444 -9.185
69 H 4.098 3.915 -7.179
70 H 3.249 3.173 -4.981
71 H 4.017 1.398 -2.367
72 H 4.440 3.430 -0.996
73 H 2.696 5.213 -0.871
74 H 0.581 5.012 -2.186
75 H 0.183 2.998 -3.566
76 Te 1.242 0.491 6.265
77 C 0.257 -0.283 8.058
78 C -0.630 0.360 8.938
79 C -1.227 -0.376 9.996
80 C -0.907 -1.729 10.169
81 C 0.102 -2.314 9.392
82 C 0.693 -1.585 8.340
83 H -0.839 1.418 8.778
84 H -1.939 0.106 10.674
85 H -1.450 -2.329 10.917
86 H 0.431 -3.335 9.602
87 H 1.478 -1.988 7.708

Values from the calculation:
Spin multiplicity: 4
Kohn-Sham gap (spin up / spin down), Eh: 0.24527 / 0.18742
Total charge: +2
Energy above the lowest of the compared OMol25 structures with the same formula, charge and spin, kcal per mole: 12.9

***

(3)
Entry from the OMol25 dataset: an isolated molecule of C31H36 in a non-equilibrium geometry (wB97M-V/def2-TZVPD).

Cartesian coordinates (Å):
1 C -4.655 3.704 2.917
2 C -3.881 2.619 2.242
3 C -3.303 1.573 2.967
4 C -2.590 0.548 2.343
5 C -2.053 -0.560 3.214
6 C -2.433 0.587 0.940
7 C -1.665 -0.486 0.169
8 C -2.572 -1.765 0.091
9 C -0.244 -0.719 0.677
10 C 0.881 -0.631 -0.454
11 C 2.020 0.184 0.247
12 C 2.203 1.609 0.189
13 C 1.224 2.549 -0.464
14 C 3.318 2.218 0.793
15 C 4.240 1.455 1.521
16 C 5.448 2.103 2.124
17 C 3.925 0.114 1.788
18 C 2.833 -0.505 1.170
19 C 2.506 -1.917 1.544
20 C 1.371 -1.726 -1.532
21 C 0.602 -2.914 -1.071
22 C 0.015 -3.615 -2.117
23 C 0.359 -2.981 -3.385
24 C 0.212 -3.482 -4.700
25 C 0.896 -2.860 -5.729
26 C 1.679 -1.725 -5.449
27 C 1.753 -1.195 -4.154
28 C 1.156 -1.857 -3.091
29 C -3.033 1.613 0.202
30 C -2.938 1.607 -1.299
31 C -3.744 2.618 0.852
32 H -5.027 4.409 2.170
33 H -5.513 3.313 3.475
34 H -4.028 4.256 3.625
35 H -3.420 1.539 4.051
36 H -1.859 -1.492 2.671
37 H -1.113 -0.281 3.727
38 H -2.783 -0.795 4.006
39 H -1.558 -0.183 -0.876
40 H -3.576 -1.468 -0.260
41 H -2.181 -2.485 -0.639
42 H -2.691 -2.252 1.064
43 H -0.111 -0.020 1.563
44 H -0.151 -1.722 1.147
45 H 0.499 0.024 -1.261
46 H 1.495 3.600 -0.270
47 H 1.168 2.445 -1.558
48 H 0.212 2.380 -0.067
49 H 3.523 3.299 0.688
50 H 6.054 1.388 2.691
51 H 6.076 2.531 1.334
52 H 5.198 2.932 2.803
53 H 4.560 -0.484 2.453
54 H 3.306 -2.359 2.141
55 H 1.588 -1.956 2.145
56 H 2.359 -2.588 0.692
57 H 2.533 -1.608 -1.329
58 H 0.551 -3.170 -0.018
59 H -0.656 -4.483 -2.036
60 H -0.388 -4.384 -4.884
61 H 0.888 -3.273 -6.739
62 H 2.245 -1.266 -6.244
63 H 2.242 -0.242 -3.957
64 H -3.516 2.433 -1.720
65 H -1.904 1.720 -1.663
66 H -3.338 0.675 -1.722
67 H -4.214 3.401 0.250

Values from the calculation:
Spin multiplicity: 1
Kohn-Sham gap, Eh: 0.32287
Total charge: 0
Energy above the lowest of the compared OMol25 structures with the same formula, charge and spin, kcal per mole: 0.0
Structure (SMILES): Cc1cc(C)c([C@H](C)C[C@@H](c2c(C)cc(C)cc2C)[C@H]2C=Cc3ccccc32)c(C)c1

***

(4)
Entry from the OMol25 dataset: a cluster of 14 separate species, C17H62N10O14 in total in a non-equilibrium geometry (wB97M-V/def2-TZVPD).

Cartesian coordinates (Å):
1 C 10.375 14.324 -6.706
2 C 9.847 15.810 -6.787
3 O 10.812 16.639 -6.179
4 H 9.738 13.634 -7.322
5 H 10.388 13.895 -5.727
6 H 11.342 14.262 -7.186
7 H 8.922 16.070 -6.163
8 H 9.573 15.897 -7.858
9 H 10.936 17.326 -6.797
10 C 9.566 9.933 -4.922
11 C 9.642 10.454 -6.325
12 O 10.734 9.751 -6.959
13 H 8.864 10.535 -4.358
14 H 10.498 9.973 -4.457
15 H 9.145 8.857 -4.980
16 H 9.784 11.506 -6.361
17 H 8.715 10.205 -6.815
18 H 10.718 10.080 -7.854
19 C 5.733 10.144 -5.029
20 C 5.790 8.671 -5.484
21 O 4.830 8.419 -6.527
22 H 4.737 10.427 -4.789
23 H 6.037 10.788 -5.834
24 H 6.440 10.253 -4.176
25 H 5.530 8.059 -4.664
26 H 6.748 8.359 -5.860
27 H 5.005 7.604 -6.953
28 C 9.841 6.032 -5.549
29 O 8.556 6.354 -5.175
30 N 10.623 6.942 -6.068
31 N 10.450 4.868 -5.325
32 H 10.290 7.900 -6.091
33 H 11.577 6.845 -6.550
34 H 9.989 4.038 -4.961
35 H 11.319 4.599 -5.777
36 C 8.673 11.253 -1.439
37 O 7.752 11.793 -2.374
38 N 8.918 9.998 -1.300
39 N 9.316 11.970 -0.618
40 H 8.517 9.284 -1.960
41 H 9.812 9.607 -0.896
42 H 9.279 12.960 -0.696
43 H 10.078 11.671 -0.033
44 C 8.078 12.371 -10.002
45 O 8.634 12.301 -11.237
46 N 6.836 12.727 -9.872
47 N 8.692 12.184 -8.893
48 H 6.327 12.986 -10.761
49 H 6.246 12.586 -8.999
50 H 9.731 12.100 -8.866
51 H 8.231 12.460 -7.977
52 C 14.102 10.703 -6.275
53 O 14.191 9.764 -7.278
54 N 12.984 10.860 -5.572
55 N 15.127 11.473 -6.099
56 H 12.190 10.336 -5.916
57 H 12.741 11.626 -4.902
58 H 15.908 11.256 -6.720
59 H 15.290 12.032 -5.224
60 C 12.300 12.221 -9.693
61 O 11.465 12.027 -8.595
62 N 13.413 12.898 -9.655
63 N 11.919 11.922 -10.927
64 H 13.749 13.117 -8.671
65 H 14.143 12.854 -10.415
66 H 11.241 11.192 -11.110
67 H 12.496 12.078 -11.757
68 C 11.338 12.505 -2.703
69 O 12.504 12.802 -3.386
70 H 10.714 11.890 -3.291
71 H 10.877 13.395 -2.391
72 H 11.650 11.870 -1.917
73 H 13.243 12.846 -2.758
74 C 7.471 13.384 -5.440
75 O 7.256 12.884 -6.759
76 H 7.659 14.471 -5.365
77 H 8.342 12.823 -5.137
78 H 6.661 13.160 -4.744
79 H 6.286 12.805 -6.909
80 C 8.088 7.303 -8.130
81 O 9.271 6.593 -8.414
82 H 7.614 6.934 -7.205
83 H 7.282 7.328 -8.916
84 H 8.307 8.332 -7.971
85 H 9.810 6.561 -7.609
86 C 12.320 8.103 -3.541
87 O 12.586 9.440 -3.246
88 H 12.784 7.425 -2.786
89 H 12.743 7.833 -4.474
90 H 11.293 7.841 -3.563
91 H 12.654 10.003 -4.062
92 C 7.989 6.909 -1.868
93 O 8.053 7.824 -2.863
94 H 8.516 7.274 -0.979
95 H 8.534 5.978 -2.143
96 H 7.018 6.755 -1.557
97 H 8.223 7.353 -3.709
98 C 9.799 9.329 -10.454
99 O 10.648 9.774 -11.461
100 H 9.861 8.241 -10.194
101 H 8.754 9.491 -10.652
102 H 9.985 9.807 -9.505
103 H 10.497 9.228 -12.211

Values from the calculation:
Spin multiplicity: 1
Kohn-Sham gap, Eh: 0.30865
Total charge: 0
Energy above the lowest of the compared OMol25 structures with the same formula, charge and spin, kcal per mole: 0.0

***

(5)
Entry from the OMol25 dataset: a cluster of 5 separate species, C42H45NO22 in total in a non-equilibrium geometry (wB97M-V/def2-TZVPD).

Cartesian coordinates (Å):
1 C 5.477 -2.927 5.308
2 O 4.344 -2.604 4.520
3 C 4.369 -1.277 4.034
4 C 3.585 -1.142 2.726
5 C 4.380 -1.646 1.481
6 C 5.721 -2.284 1.792
7 O 6.337 -2.775 0.571
8 C 6.405 -4.113 0.471
9 O 6.848 -4.636 -0.530
10 O 3.316 0.244 2.577
11 C 1.942 0.558 2.488
12 C 1.106 0.153 3.725
13 C 0.148 -1.042 3.440
14 C -1.261 -0.870 4.057
15 C -2.349 -0.794 2.978
16 N -2.859 -2.090 2.549
17 C -2.176 -3.202 2.220
18 C -3.085 -4.136 1.846
19 C -4.356 -3.546 1.946
20 C -4.184 -2.281 2.387
21 C 1.886 2.091 2.381
22 C 2.666 2.620 1.181
23 C 1.818 2.560 -0.091
24 O 0.680 2.963 -0.091
25 O 2.417 2.005 -1.208
26 H 6.380 -2.385 5.005
27 H 5.683 -3.989 5.190
28 H 5.271 -2.658 6.349
29 H 5.364 -0.838 3.966
30 H 3.822 -0.651 4.756
31 H 2.694 -1.769 2.778
32 H 4.493 -0.862 0.733
33 H 3.778 -2.425 1.000
34 H 5.664 -3.117 2.493
35 H 6.425 -1.566 2.214
36 H 6.087 -4.768 1.300
37 H 1.484 0.190 1.556
38 H 0.546 1.020 4.073
39 H 1.763 -0.160 4.537
40 H 0.601 -1.939 3.866
41 H 0.093 -1.164 2.357
42 H -1.482 -1.619 4.816
43 H -1.280 0.094 4.572
44 H -1.872 -0.324 2.108
45 H -3.177 -0.153 3.264
46 H -1.107 -3.301 2.258
47 H -2.870 -5.133 1.505
48 H -5.278 -4.038 1.691
49 H -4.964 -1.565 2.561
50 H 2.407 2.473 3.266
51 H 0.869 2.473 2.424
52 H 2.948 3.665 1.324
53 H 3.596 2.078 1.020
54 H 2.021 1.128 -1.300
55 O 11.048 3.833 2.935
56 C 10.271 2.900 2.957
57 C 10.613 1.559 2.507
58 C 9.697 0.583 2.547
59 O 9.963 -0.658 2.148
60 C 8.304 0.832 3.047
61 O 7.510 -0.094 3.043
62 C 7.967 2.163 3.518
63 C 8.884 3.139 3.481
64 O 8.628 4.372 3.900
65 H 11.619 1.393 2.148
66 H 9.141 -1.166 2.272
67 H 6.965 2.323 3.890
68 H 9.453 4.878 3.764
69 O -4.391 -1.771 -0.376
70 C -4.198 -1.909 -1.566
71 C -5.244 -2.280 -2.514
72 C -4.946 -2.423 -3.806
73 O -5.873 -2.765 -4.725
74 C -3.552 -2.217 -4.328
75 O -3.351 -2.382 -5.520
76 C -2.518 -1.830 -3.384
77 C -2.816 -1.685 -2.090
78 O -1.905 -1.332 -1.180
79 H -6.242 -2.426 -2.129
80 H -5.392 -2.806 -5.575
81 H -1.520 -1.671 -3.764
82 H -2.381 -1.308 -0.328
83 O -7.847 -0.697 -3.206
84 C -8.274 0.237 -3.856
85 C -9.362 1.092 -3.402
86 C -9.796 2.095 -4.174
87 O -10.784 2.905 -3.804
88 C -9.192 2.373 -5.518
89 O -9.646 3.290 -6.177
90 C -8.090 1.535 -5.964
91 C -7.650 0.531 -5.192
92 O -6.644 -0.251 -5.569
93 H -9.791 0.880 -2.432
94 H -10.900 3.536 -4.540
95 H -7.652 1.756 -6.927
96 H -6.486 -0.915 -4.863
97 O -3.790 5.603 -5.801
98 C -3.597 4.452 -5.459
99 C -3.964 3.303 -6.270
100 C -3.736 2.061 -5.822
101 O -4.047 0.987 -6.538
102 C -3.105 1.812 -4.479
103 O -2.937 0.662 -4.109
104 C -2.713 2.961 -3.681
105 C -2.940 4.202 -4.133
106 O -2.601 5.285 -3.443
107 H -4.418 3.496 -7.232
108 H -3.785 0.211 -6.007
109 H -2.242 2.771 -2.726
110 H -2.876 6.046 -3.990

Values from the calculation:
Spin multiplicity: 1
Kohn-Sham gap, Eh: 0.23224
Total charge: 0
Structure (SMILES): COC[C@H](CCOC=O)O[C@@H](CCCCn1cccc1)CCC(=O)O.O=C1C=C(O)C(=O)C=C1O.O=C1C=C(O)C(=O)C=C1O.O=C1C=C(O)C(=O)C=C1O.O=C1C=C(O)C(=O)C=C1O